(1)
Density functional theory data (ωB97M-V with the def2-TZVPD basis set) for a 2-piece molecular cluster, C2H5O4P overall.

Last column: natural (NBO) charge in e.
Geometry (Å):
1 C -1.685 0.495 -0.418  0.215
2 C 2.330 0.981 0.028  0.300
3 O -0.033 -1.835 0.878  -0.988
4 O -2.163 -0.453 0.536  -0.785
5 O -0.652 -0.288 -1.020  -0.797
6 O 2.255 -0.142 0.409  -0.474
7 P -1.191 -1.626 -0.215  1.541
8 H -2.414 0.863 -1.182  0.152
9 H -1.280 1.417 0.006  0.151
10 H 3.186 1.477 -0.510  0.087
11 H 1.621 1.837 0.202  0.086
12 H 0.026 -2.725 1.284  0.512

total charge: 0
LUMO energy: 0.9 eV
HOMO level: -9.38 eV
electronic energy: -19633.1986 eV
energy relative to the best compared isomer or geometry (same formula, charge and spin): 1.8558 eV
2S+1: 1


(2)
Density functional theory data (ωB97M-V with the def2-TZVPD basis set) for C44H39OTi as an isolated structure.

Last column: Mulliken charge in e.
Geometry (Å):
1 C 4.097 -5.237 0.260  -0.440
2 C 4.151 -5.097 -1.120  -0.638
3 C 3.438 -4.076 -1.778  -0.695
4 C 2.590 -3.158 -1.093  -0.037
5 C 2.139 -1.755 -1.759  -0.542
6 Ti 3.116 0.545 2.791  0.524
7 C 3.694 2.021 1.253  -0.716
8 C 3.712 3.432 1.730  0.628
9 C 3.943 4.462 0.790  -0.332
10 C 3.903 5.802 1.168  -0.697
11 C 3.633 6.156 2.496  -0.424
12 C 3.435 5.147 3.446  -1.142
13 C 3.506 3.803 3.076  0.404
14 C 4.068 -1.122 4.051  -0.516
15 C 4.792 -1.112 2.807  -0.172
16 C 5.477 0.142 2.711  -1.120
17 C 5.140 0.934 3.864  -0.389
18 C 4.261 0.157 4.693  -0.668
19 C 1.141 -0.715 2.704  -0.792
20 C 0.973 0.472 1.915  0.083
21 C 1.054 1.605 2.788  -1.217
22 C 1.309 1.119 4.116  -0.142
23 C 1.331 -0.307 4.062  -1.001
24 C 2.681 -3.254 0.330  0.636
25 C 3.382 -4.287 0.985  -0.625
26 H 4.578 -6.068 0.770  0.381
27 H 4.771 -5.780 -1.686  0.340
28 H 3.629 -3.909 -2.838  0.378
29 H 3.041 -1.538 -2.364  0.935
30 H 2.154 -1.145 -0.845  -0.672
31 H 4.681 1.713 0.867  0.579
32 H 2.951 1.864 0.452  -0.669
33 H 4.149 4.182 -0.245  0.441
34 H 4.083 6.578 0.423  0.353
35 H 3.582 7.202 2.791  0.352
36 H 3.225 5.398 4.488  0.373
37 H 3.395 3.035 3.857  0.438
38 H 3.549 -1.981 4.468  0.488
39 H 4.854 -1.933 2.096  0.491
40 H 6.146 0.447 1.905  0.526
41 H 5.529 1.925 4.098  0.580
42 H 3.891 0.460 5.666  0.470
43 H 1.061 -1.734 2.334  0.737
44 H 0.748 0.499 0.855  0.464
45 H 0.897 2.647 2.509  0.472
46 H 1.351 1.734 5.013  0.421
47 H 1.383 -0.966 4.925  0.543
48 H 2.305 -2.435 0.957  -0.388
49 H 3.381 -4.334 2.077  0.401
50 C 1.612 4.816 -5.251  -0.836
51 O 1.870 4.216 -3.947  -0.459
52 C 1.586 2.898 -3.713  0.784
53 C 1.765 2.433 -2.383  -0.982
54 C 1.557 1.096 -2.058  0.758
55 C 1.161 0.130 -3.002  -0.678
56 C 0.946 -1.322 -2.548  4.092
57 C 0.542 -2.283 -3.693  -1.360
58 C -0.571 -3.070 -3.305  0.153
59 C -1.138 -4.007 -4.166  -0.565
60 C -0.577 -4.138 -5.451  -0.584
61 C 0.486 -3.319 -5.866  -0.922
62 C 1.029 -2.359 -4.990  -0.084
63 C -1.107 -2.528 -2.053  -0.124
64 C -0.370 -1.375 -1.708  -0.074
65 C -0.910 -0.465 -0.807  0.214
66 C -2.061 -0.824 -0.071  -0.871
67 C -2.691 -2.051 -0.332  -0.653
68 C -2.258 -2.899 -1.359  -0.897
69 C 0.956 0.608 -4.297  -0.344
70 C 1.170 1.945 -4.670  -1.456
71 H 1.877 5.866 -5.112  0.255
72 H 2.250 4.379 -6.031  0.312
73 H 0.559 4.712 -5.551  0.331
74 H 2.041 3.166 -1.613  0.558
75 H 1.618 0.837 -0.998  -0.720
76 H -1.979 -4.605 -3.788  0.333
77 H -0.988 -4.895 -6.120  0.376
78 H 0.878 -3.413 -6.878  0.397
79 H 1.773 -1.658 -5.369  0.674
80 H -0.509 0.536 -0.691  0.808
81 H -2.455 -0.137 0.689  0.379
82 H -3.539 -2.349 0.290  0.357
83 H -2.743 -3.847 -1.609  0.362
84 H 0.544 -0.029 -5.070  0.694
85 H 0.998 2.260 -5.704  0.369

total charge: -1
LUMO energy: 2.4 eV
HOMO level: -1.54 eV
electronic energy: -71422.2671 eV
2S+1: 1


(3)
Density functional theory data (ωB97M-V with the def2-TZVPD basis set) for one molecule with the formula C10H21N3O4.

Last column: natural (NBO) charge in e.
Geometry (Å):
1 C -4.557 -1.543 -0.739  -0.649
2 C -3.166 -1.518 -1.220  0.113
3 O -2.872 -1.239 -2.640  -0.762
4 C -2.322 -0.380 -0.479  -0.149
5 N -2.956 0.907 -1.003  -0.872
6 C -0.788 -0.527 -0.736  0.679
7 O -0.269 -0.401 -1.818  -0.610
8 N -0.097 -0.835 0.347  -0.614
9 C 1.182 -0.374 0.391  -0.164
10 C 1.544 0.026 1.780  -0.385
11 C 0.700 1.207 2.249  -0.439
12 C 0.835 2.650 1.535  -0.402
13 C 2.266 2.978 1.087  -0.225
14 N 3.109 3.189 2.217  -0.833
15 C 2.229 -1.435 -0.154  0.775
16 O 2.443 -2.502 0.346  -0.593
17 O 2.923 -1.002 -1.271  -0.670
18 H -5.144 -2.084 -1.457  0.227
19 H -4.586 -1.895 0.274  0.220
20 H -4.840 -0.514 -0.796  0.231
21 H -2.714 -2.508 -1.229  0.186
22 H -2.144 -0.543 -2.698  0.493
23 H -2.350 -0.457 0.635  0.186
24 H -3.237 0.848 -1.973  0.383
25 H -2.519 1.841 -0.807  0.383
26 H -0.465 -1.210 1.188  0.409
27 H 1.425 0.475 -0.213  0.234
28 H 2.707 0.306 1.859  0.208
29 H 1.451 -0.860 2.463  0.224
30 H -0.311 0.895 2.493  0.208
31 H 0.930 1.516 3.197  0.221
32 H 0.529 3.475 2.255  0.224
33 H 0.194 2.749 0.662  0.200
34 H 2.207 3.860 0.373  0.198
35 H 2.767 2.189 0.551  0.166
36 H 4.104 3.457 1.969  0.357
37 H 3.308 2.299 2.593  0.340
38 H 2.963 -2.009 -1.486  0.502

total charge: 0
LUMO energy: 0.6 eV
HOMO level: -9.38 eV
electronic energy: -23368.7481 eV
SMILES string: C[C@@H](O)[C@H](N)C(=O)N[C@@H](CCCCN)C(=O)O
energy relative to the best compared isomer or geometry (same formula, charge and spin): 3.4093 eV
2S+1: 1


| no. | Kohn-Sham gap (eV) |
| --- | --- |
| 1 | 10.31 |
| 2 | 3.90 |
| 3 | 9.94 |